Below is 10 unconnected molecules or ions with the total composition C54H72O6 at a distorted geometry, with properties calculated with ωB97M-V with the def2-TZVPD basis set.

CARTESIAN COORDINATES (ANGSTROEM)
C: 7.0793 -5.8804 -1.7098
C: 7.7566 -6.2848 -0.5866
C: 8.8087 -7.2045 -0.5357
C: 9.2798 -7.5291 -1.8172
C: 8.6672 -7.2212 -2.9099
C: 7.5169 -6.4714 -2.8884
H: 6.2191 -5.2322 -1.6313
H: 7.1832 -6.0428 0.2960
H: 9.0904 -7.5324 0.4540
H: 10.1541 -8.1467 -1.9609
H: 9.1365 -7.6056 -3.8034
H: 6.9969 -6.1074 -3.7622
C: 2.8721 -0.3540 -10.4077
C: 3.0740 -0.0076 -9.0685
C: 3.8984 1.0362 -8.8157
C: 4.4991 1.7746 -9.8033
C: 4.2588 1.4164 -11.1365
C: 3.4466 0.3227 -11.4545
H: 2.3129 -1.2188 -10.7330
H: 2.7057 -0.5926 -8.2387
H: 4.0416 1.2596 -7.7688
H: 5.1644 2.5833 -9.5389
H: 4.6570 1.8744 -12.0299
H: 3.3722 -0.0037 -12.4813
C: -2.6757 8.6968 5.2802
C: -2.6672 7.8692 4.2104
C: -1.8149 8.1563 3.1155
C: -0.9913 9.2493 3.1720
C: -1.1152 10.1984 4.1851
C: -1.9397 9.9152 5.2555
H: -3.2493 8.3507 6.1272
H: -3.2694 6.9761 4.2883
H: -1.7608 7.5417 2.2291
H: -0.2946 9.5793 2.4156
H: -0.4997 11.0797 4.2895
H: -1.8497 10.5639 6.1143
C: -2.5578 0.7977 -0.6084
C: -1.5077 1.3267 0.1508
C: -0.1957 0.8745 -0.0962
C: 0.0484 -0.1522 -1.0083
C: -0.9947 -0.6218 -1.7932
C: -2.3080 -0.1743 -1.6054
H: -3.5469 1.1916 -0.4271
H: -1.7932 2.0162 0.9314
H: 0.5863 1.2346 0.5559
H: 1.1015 -0.3918 -1.0054
H: -0.8716 -1.4410 -2.4861
H: -3.1117 -0.6553 -2.1431
C: -8.2835 -1.8182 -0.4048
C: -8.6100 -2.6935 -1.4000
C: -8.1161 -4.0098 -1.3536
C: -7.5562 -4.4539 -0.1404
C: -7.2489 -3.5080 0.8158
C: -7.5703 -2.1572 0.7154
H: -8.7227 -0.8315 -0.4061
H: -9.3838 -2.4219 -2.1028
H: -8.1973 -4.6283 -2.2352
H: -7.0764 -5.4069 0.0269
H: -6.7283 -3.8390 1.7022
H: -7.3346 -1.4509 1.4978
C: -1.5806 -7.2788 -6.5793
C: -2.5559 -6.4890 -6.0414
C: -3.1407 -5.4559 -6.7333
C: -2.6551 -5.2269 -7.9923
C: -1.6836 -6.0125 -8.5599
C: -1.1019 -7.0224 -7.8585
H: -1.3324 -8.0995 -5.9226
H: -2.9017 -6.7780 -5.0599
H: -3.9086 -4.8673 -6.2536
H: -2.8634 -4.3090 -8.5219
H: -1.3219 -5.7394 -9.5402
H: -0.2948 -7.6112 -8.2688
C: -3.1866 -3.7571 8.0352
C: -2.5394 -4.5678 7.1120
C: -2.2042 -4.1758 5.8546
C: -2.3990 -2.8200 5.5000
C: -3.0402 -2.0076 6.3535
C: -3.5081 -2.4953 7.5807
H: -3.4813 -3.9487 9.0564
H: -2.2361 -5.5481 7.4488
H: -1.6726 -4.8907 5.2442
H: -2.1858 -2.4093 4.5241
H: -3.2327 -0.9818 6.0757
H: -4.1132 -1.9524 8.2917
C: -8.8180 7.4912 -2.3645
O: -8.9945 7.5295 -0.9459
C: -9.0386 6.2210 -0.3638
C: -9.2380 6.2606 1.1924
O: -10.5034 6.6896 1.6826
C: -11.0970 7.8949 1.1303
H: -9.6559 6.9235 -2.7693
H: -7.8784 7.0385 -2.6811
H: -8.8638 8.5124 -2.7428
H: -8.0834 5.7152 -0.5039
H: -9.7922 5.5945 -0.8410
H: -8.4790 6.8887 1.6589
H: -9.0754 5.2290 1.5045
H: -11.8576 8.2398 1.8307
H: -11.5613 7.7925 0.1494
H: -10.4266 8.7527 1.0773
C: 6.0981 7.8813 2.2108
O: 6.2071 7.1847 0.9663
C: 5.2376 6.1696 0.9820
C: 5.6521 5.1773 -0.0567
O: 6.6923 4.3183 0.3605
C: 7.9366 4.8734 0.6562
H: 6.4499 7.3409 3.0896
H: 5.1494 8.3536 2.4656
H: 6.6031 8.8453 2.2728
H: 4.1646 6.3477 0.9103
H: 5.2286 5.6294 1.9286
H: 5.9470 5.7097 -0.9610
H: 4.8400 4.5198 -0.3673
H: 8.1968 5.1973 1.6640
H: 8.1580 5.7243 0.0120
H: 8.6502 4.0901 0.4007
C: 7.9193 -8.5161 5.9975
O: 7.0957 -7.4009 5.6405
C: 6.8102 -6.5431 6.7573
C: 5.6739 -5.4451 6.5932
O: 6.0722 -4.4552 5.6566
C: 5.0350 -3.7528 5.0644
H: 8.7180 -8.7119 5.2820
H: 7.1693 -9.3026 6.0802
H: 8.2999 -8.5903 7.0162
H: 7.6058 -5.8518 7.0351
H: 6.5682 -7.1415 7.6356
H: 5.3859 -4.9445 7.5176
H: 4.7998 -6.0030 6.2574
H: 4.4574 -4.4930 4.5107
H: 5.3363 -2.9474 4.3946
H: 4.2595 -3.3867 5.7372

Values from the calculation:
E_LUMO: 0.398 eV
SMILES string: c1ccccc1.c1ccccc1.c1ccccc1.c1ccccc1.c1ccccc1.c1ccccc1.c1ccccc1.COCCOC.COCCOC.COCCOC
molecular weight: 817.2 u
max |F|: 6.5 eV/A
frontier orbital gap: 9.549 eV

Löwdin population analysis, charges in e, atoms 1 to 4: number 1, C, carries -0.0918; number 2, C, carries -0.1184; number 3, C, carries -0.0414; number 4, C, carries -0.1424